[1]
ORCA calculation (wB97M-V/def2-TZVPD) on an isolated ion of composition C8H11O and charge +1 in a non-equilibrium geometry.

Bonds (Å) are listed after each position.
Positions of all 20 atoms, in Å:
1 C 1.69169 -0.25247 -1.09435  C3 1.525, C6 1.426, H10 1.105, H11 1.117
2 C -0.48783 -0.79111 0.00647  C3 1.614, C7 1.485, H12 1.040, H13 1.150
3 C 1.11180 -0.97678 0.11544  C1 1.525, C2 1.614, C4 1.525, H14 1.076
4 C 1.48945 -0.04908 1.26565  C3 1.525, C5 1.429, H15 1.149
5 C 1.88780 1.23583 0.78453  C4 1.429, C6 1.436, H16 1.048
6 C 1.91680 1.08115 -0.64301  C1 1.426, C5 1.436, H17 1.070
7 C -0.88217 0.62704 -0.19227  C2 1.485, O9 1.229
8 C -3.21512 0.18614 0.06235  O9 1.481, H18 1.103, H19 1.109, H20 1.140
9 O -2.01756 1.05559 0.00422  C7 1.229, C8 1.481
10 H 2.62767 -0.74573 -1.41446  C1 1.105
11 H 1.06202 -0.35348 -2.01123  C1 1.117
12 H -0.72554 -1.49592 -0.71996  C2 1.040
13 H -0.88749 -1.03268 1.05793  C2 1.150
14 H 1.42107 -2.00062 0.22941  C3 1.076
15 H 1.34771 -0.45857 2.33000  C4 1.149
16 H 2.14773 2.08147 1.34601  C5 1.048
17 H 1.80074 1.86295 -1.36390  C6 1.070
18 H -3.96407 0.92978 -0.25904  C8 1.103
19 H -3.03804 -0.66784 -0.62280  C8 1.109
20 H -3.28667 -0.23566 1.11902  C8 1.140

Summary:
2S+1: 1
Energy relative to the best compared isomer or geometry (same formula, charge and spin): 189.80 kJ/mol
E_LUMO (spin up / spin down): -5.63 / -5.63 eV
Highest occupied orbital energy (spin up / spin down): -11.927 / -11.926 eV
Net charge: +1

=====

[2]
ORCA calculation (wB97M-V/def2-TZVPD) on a 8-piece molecular cluster, C43H109N9O15 overall in a non-equilibrium geometry.

Bonds (Å) are listed after each position.
Positions of all 176 atoms, in Å:
1 C -3.25176 -2.23605 2.33555  O2 1.424, H10 1.090, H11 1.090, H12 1.090
2 O -4.12764 -3.35938 2.34046  C1 1.424, C3 1.393
3 C -5.18202 -3.29769 1.43168  O2 1.393, C4 1.479, H13 1.090, H14 1.090
4 C -6.11830 -4.35712 1.86739  C3 1.479, N5 1.458, H15 1.090, H16 1.090
5 N -6.58347 -4.34073 3.24949  C4 1.458, C6 1.462, H17 1.010
6 C -6.96744 -3.00973 3.71655  N5 1.462, C7 1.549, H18 1.090, H19 1.090
7 C -7.38544 -3.03411 5.20769  C6 1.549, O8 1.418, H20 1.090, H21 1.090
8 O -6.35846 -3.63881 5.97629  C7 1.418, C9 1.492
9 C -6.61509 -3.83952 7.43198  O8 1.492, H22 1.090, H23 1.090, H24 1.090
10 H -2.52933 -2.15433 1.52344  C1 1.090
11 H -2.57995 -2.18615 3.19245  C1 1.090
12 H -3.74784 -1.27349 2.21115  C1 1.090
13 H -4.91725 -3.48318 0.39072  C3 1.090
14 H -5.69077 -2.33444 1.39413  C3 1.090
15 H -5.66866 -5.31053 1.59000  C4 1.090
16 H -7.09436 -4.30095 1.38546  C4 1.090
17 H -5.66525 -4.33459 3.67012  N5 1.010
18 H -7.80055 -2.61667 3.13386  C6 1.090
19 H -6.09427 -2.35798 3.74645  C6 1.090
20 H -8.34336 -3.52949 5.36611  C7 1.090
21 H -7.56746 -2.06160 5.66509  C7 1.090
22 H -7.45122 -4.50919 7.63331  C9 1.090
23 H -6.76013 -2.81288 7.76824  C9 1.090
24 H -5.75709 -4.20089 7.99884  C9 1.090
25 C -2.59992 -2.62242 -1.62031  O26 1.447, H34 1.090, H35 1.090, H36 1.090
26 O -2.64503 -3.72121 -0.67999  C25 1.447, C27 1.395
27 C -1.49589 -4.49593 -0.52332  O26 1.395, C28 1.572, H37 1.090, H38 1.090
28 C -0.40440 -4.02345 0.50439  C27 1.572, N29 1.464, H39 1.090, H40 1.090
29 N 0.30192 -2.84169 0.00773  C28 1.464, C30 1.468, H41 1.010
30 C 1.44103 -2.64119 0.91180  N29 1.468, C31 1.507, H42 1.090, H43 1.090
31 C 1.04980 -2.38054 2.34406  C30 1.507, O32 1.422, H44 1.090, H45 1.090
32 O 1.03448 -3.52956 3.18129  C31 1.422, C33 1.438
33 C 1.11620 -3.16350 4.56971  O32 1.438, H46 1.090, H47 1.090, H48 1.090
34 H -1.68892 -2.02407 -1.63313  C25 1.090
35 H -3.42770 -1.96406 -1.35678  C25 1.090
36 H -2.77164 -3.16196 -2.55171  C25 1.090
37 H -0.99577 -4.70630 -1.46869  C27 1.090
38 H -1.95149 -5.44596 -0.24411  C27 1.090
39 H 0.24119 -4.86006 0.77159  C28 1.090
40 H -1.01713 -3.83990 1.38698  C28 1.090
41 H 0.56884 -2.86709 -0.96603  N29 1.010
42 H 2.08320 -1.83831 0.54972  C30 1.090
43 H 2.12128 -3.48959 0.83717  C30 1.090
44 H 0.04297 -1.96440 2.37913  C31 1.090
45 H 1.49888 -1.51618 2.83323  C31 1.090
46 H 1.14472 -4.09345 5.13759  C33 1.090
47 H 0.20131 -2.67664 4.90744  C33 1.090
48 H 1.85080 -2.45467 4.95183  C33 1.090
49 C -4.79296 -1.52379 -6.61062  O50 1.414, H58 1.090, H59 1.090, H60 1.090
50 O -3.61525 -0.85223 -7.01385  C49 1.414, C51 1.408
51 C -2.89904 -0.40196 -5.88787  O50 1.408, C52 1.606, H61 1.090, H62 1.090
52 C -1.66844 0.46694 -6.44328  C51 1.606, N53 1.486, H63 1.090, H64 1.090
53 N -0.62858 0.77779 -5.42898  C52 1.486, C54 1.413, H65 1.010
54 C -1.15658 1.17136 -4.17894  N53 1.413, C55 1.521, H66 1.090, H67 1.090
55 C -0.10577 1.53558 -3.14074  C54 1.521, O56 1.448, H68 1.090, H69 1.090
56 O 0.73110 0.37614 -2.91499  C55 1.448, C57 1.395
57 C 1.91871 0.71317 -2.26610  O56 1.395, H70 1.090, H71 1.090, H72 1.090
58 H -5.53524 -0.95257 -6.05311  C49 1.090
59 H -4.58846 -2.44056 -6.05762  C49 1.090
60 H -5.26076 -1.77711 -7.56199  C49 1.090
61 H -2.54358 -1.25615 -5.31158  C51 1.090
62 H -3.56010 0.25922 -5.32757  C51 1.090
63 H -1.93027 1.42899 -6.88372  C52 1.090
64 H -1.06322 -0.10607 -7.14577  C52 1.090
65 H -0.06003 -0.05411 -5.35984  N53 1.010
66 H -1.84936 0.42950 -3.78172  C54 1.090
67 H -1.73422 2.09283 -4.25200  C54 1.090
68 H -0.48823 1.87573 -2.17838  C55 1.090
69 H 0.53082 2.36133 -3.45851  C55 1.090
70 H 1.84893 0.79282 -1.18126  C57 1.090
71 H 2.58795 1.44957 -2.71100  C57 1.090
72 H 2.52921 -0.13709 -2.57017  C57 1.090
73 C 10.73516 2.65740 1.12220  O74 1.400, H82 1.090, H83 1.090, H84 1.090
74 O 9.80681 3.09938 0.17215  C73 1.400, C75 1.408
75 C 9.67838 2.26222 -0.95255  O74 1.408, C76 1.484, H85 1.090, H86 1.090
76 C 8.88810 2.92017 -2.02240  C75 1.484, N77 1.468, H87 1.090, H88 1.090
77 N 7.68509 3.66847 -1.63835  C76 1.468, C78 1.484, H89 1.010
78 C 6.58395 2.79484 -1.16086  N77 1.484, C79 1.509, H90 1.090, H91 1.090
79 C 5.26153 3.52146 -1.19500  C78 1.509, O80 1.460, H92 1.090, H93 1.090
80 O 4.15032 2.75159 -0.64486  C79 1.460, C81 1.363
81 C 2.97730 3.42673 -0.48737  O80 1.363, H94 1.090, H95 1.090, H96 1.090
82 H 10.72994 3.44822 1.87233  C73 1.090
83 H 11.70136 2.37353 0.70511  C73 1.090
84 H 10.48959 1.70076 1.58332  C73 1.090
85 H 9.24156 1.28576 -0.74323  C75 1.090
86 H 10.65621 1.98423 -1.34582  C75 1.090
87 H 8.53587 2.23733 -2.79556  C76 1.090
88 H 9.49969 3.67336 -2.51915  C76 1.090
89 H 8.13748 4.15575 -0.87809  N77 1.010
90 H 6.69121 2.36673 -0.16421  C78 1.090
91 H 6.40832 1.92107 -1.78837  C78 1.090
92 H 4.93474 3.72113 -2.21551  C79 1.090
93 H 5.26291 4.54447 -0.81878  C79 1.090
94 H 2.23854 2.91399 0.12862  C81 1.090
95 H 2.61755 3.66847 -1.48748  C81 1.090
96 H 3.23899 4.32305 0.07497  C81 1.090
97 C 7.88214 -7.26240 0.31526  O98 1.406, H106 1.090, H107 1.090, H108 1.090
98 O 6.68522 -7.19247 -0.41895  C97 1.406, C99 1.473
99 C 5.79210 -6.09615 -0.00646  O98 1.473, C100 1.541, H109 1.090, H110 1.090
100 C 6.28158 -4.78646 -0.65323  C99 1.541, N101 1.432, H111 1.090, H112 1.090
101 N 5.44953 -3.69460 -0.24637  C100 1.432, C102 1.464, H113 1.010
102 C 5.99409 -2.43002 -0.74502  N101 1.464, C103 1.484, H114 1.090, H115 1.090
103 C 5.12746 -1.26536 -0.43951  C102 1.484, O104 1.433, H116 1.090, H117 1.090
104 O 4.83360 -1.30586 0.96204  C103 1.433, C105 1.418
105 C 4.12836 -0.11783 1.28042  O104 1.418, H118 1.090, H119 1.090, H120 1.090
106 H 8.62011 -6.54373 -0.04112  C97 1.090
107 H 8.36785 -8.23178 0.20349  C97 1.090
108 H 7.81761 -7.11768 1.39368  C97 1.090
109 H 5.74659 -6.04711 1.08148  C99 1.090
110 H 4.76301 -6.37562 -0.23225  C99 1.090
111 H 6.19232 -4.83401 -1.73853  C100 1.090
112 H 7.28566 -4.57130 -0.28767  C100 1.090
113 H 5.44111 -3.52754 0.74968  N101 1.010
114 H 6.08984 -2.43828 -1.83078  C102 1.090
115 H 6.98237 -2.28284 -0.30942  C102 1.090
116 H 4.19752 -1.31334 -1.00610  C103 1.090
117 H 5.69677 -0.38542 -0.73901  C103 1.090
118 H 3.85143 -0.28896 2.32067  C105 1.090
119 H 3.18784 -0.03293 0.73607  C105 1.090
120 H 4.70698 0.79488 1.13813  C105 1.090
121 C -1.89056 4.83600 -5.48576  O122 1.447, H130 1.090, H131 1.090, H132 1.090
122 O -1.77501 5.10640 -4.06859  C121 1.447, C123 1.457
123 C -0.44476 5.35230 -3.52707  O122 1.457, C124 1.541, H133 1.090, H134 1.090
124 C -0.56878 5.25444 -1.99441  C123 1.541, N125 1.469, H135 1.090, H136 1.090
125 N -1.41552 6.29738 -1.39983  C124 1.469, C126 1.472, H137 1.010
126 C -1.94121 5.86871 -0.09369  N125 1.472, C127 1.589, H138 1.090, H139 1.090
127 C -0.75816 6.04103 0.95303  C126 1.589, O128 1.451, H140 1.090, H141 1.090
128 O 0.11736 4.88498 1.00917  C127 1.451, C129 1.474
129 C 1.03950 4.98438 2.15518  O128 1.474, H142 1.090, H143 1.090, H144 1.090
130 H -1.38416 5.56190 -6.12194  C121 1.090
131 H -2.95571 4.75897 -5.70398  C121 1.090
132 H -1.42199 3.85481 -5.56188  C121 1.090
133 H -0.08404 6.30693 -3.91003  C123 1.090
134 H 0.13020 4.52379 -3.94070  C123 1.090
135 H 0.43942 5.27683 -1.58074  C124 1.090
136 H -1.03771 4.29801 -1.76322  C124 1.090
137 H -2.18605 6.48037 -2.02665  N125 1.010
138 H -2.27943 4.83336 -0.05157  C126 1.090
139 H -2.71658 6.59093 0.16184  C126 1.090
140 H -1.15989 6.15129 1.96028  C127 1.090
141 H -0.22393 6.92611 0.60759  C127 1.090
142 H 0.58072 4.70784 3.10447  C129 1.090
143 H 1.48996 5.97680 2.17217  C129 1.090
144 H 1.90886 4.35757 1.95662  C129 1.090
145 C -4.63008 -0.55721 5.50544  O146 1.432, H154 1.090, H155 1.090, H156 1.090
146 O -4.56134 -0.10324 4.14925  C145 1.432, C147 1.397
147 C -4.67220 1.28142 3.99683  O146 1.397, C148 1.543, H157 1.090, H158 1.090
148 C -4.76984 1.70237 2.51532  C147 1.543, N149 1.465, H159 1.090, H160 1.090
149 N -5.95114 1.07949 1.91299  C148 1.465, C150 1.437, H161 1.010
150 C -5.96779 1.18400 0.48007  N149 1.437, C151 1.539, H162 1.090, H163 1.090
151 C -4.84847 0.52069 -0.34259  C150 1.539, O152 1.383, H164 1.090, H165 1.090
152 O -3.69652 1.27094 -0.49656  C151 1.383, C153 1.420
153 C -3.81607 2.47327 -1.24198  O152 1.420, H166 1.090, H167 1.090, H168 1.090
154 H -5.56230 -0.26881 5.99112  C145 1.090
155 H -3.82349 -0.10004 6.07858  C145 1.090
156 H -4.57837 -1.64487 5.55475  C145 1.090
157 H -3.82827 1.74824 4.50473  C147 1.090
158 H -5.56044 1.66305 4.50030  C147 1.090
159 H -3.86593 1.30419 2.05435  C148 1.090
160 H -4.75461 2.78463 2.38660  C148 1.090
161 H -6.08819 0.10676 2.14774  N149 1.010
162 H -6.14872 2.21120 0.16351  C150 1.090
163 H -6.87670 0.70335 0.11818  C150 1.090
164 H -5.18696 0.10918 -1.29348  C151 1.090
165 H -4.54566 -0.40325 0.15010  C151 1.090
166 H -4.14431 2.21723 -2.24936  C153 1.090
167 H -2.81272 2.87131 -1.39348  C153 1.090
168 H -4.45391 3.27944 -0.87956  C153 1.090
169 C -0.24358 1.20600 0.71906  O170 1.251, N171 1.290, N172 1.272
170 O 0.90810 1.00114 1.16323  C169 1.251
171 N -0.87715 0.22875 0.16497  C169 1.290, H173 1.010, H174 1.010
172 N -0.89912 2.29144 0.62499  C169 1.272, H175 1.010, H176 1.010
173 H -0.47612 -0.69731 0.20619  N171 1.010
174 H -1.82577 0.41481 -0.12760  N171 1.010
175 H -0.49159 3.17148 0.90705  N172 1.010
176 H -1.79264 2.31817 0.15488  N172 1.010

Summary:
2S+1: 2
E_LUMO (spin up / spin down): -2.58 / -7.96 eV
Highest occupied orbital energy (spin up / spin down): -9.956 / -9.956 eV
Net charge: +1

=====

[3]
ORCA calculation (wB97M-V/def2-TZVPD) on a 2-piece molecular cluster, C10H12N2OP overall in a non-equilibrium geometry.

Bonds (Å) are listed after each position.
Positions of all 26 atoms, in Å:
1 C -4.64378 0.25683 0.37828  C2 1.377, C3 1.410, H15 1.095
2 C -3.73725 0.03231 1.38983  C1 1.377, C4 1.448, H16 1.076
3 C -4.28810 0.24794 -0.98608  C1 1.410, C5 1.356, H17 1.152
4 C -2.34937 0.10090 0.98236  C2 1.448, C9 1.379, H18 1.097
5 C -3.03093 -0.09959 -1.35838  C3 1.356, C9 1.417, H19 1.083
6 C 3.89137 -0.75669 0.08557  C7 1.328, N11 1.376, H20 1.118
7 C 2.84458 -1.57380 0.04881  C6 1.328, N12 1.339, H21 1.104
8 C 2.04794 0.44325 -0.06400  N11 1.320, N12 1.336, H22 1.049
9 C -2.03658 -0.08328 -0.34853  C4 1.379, C5 1.417, O13 1.418
10 C 4.08243 1.76191 0.43289  N11 1.488, H23 1.042, H24 1.050, H25 1.158
11 N 3.35758 0.51102 0.08251  C6 1.376, C8 1.320, C10 1.488
12 N 1.72463 -0.85232 -0.08819  C7 1.339, C8 1.336, P14 1.780
13 O -0.67113 -0.33105 -0.64136  C9 1.418, P14 1.567
14 P 0.10457 -1.58962 -0.12172  N12 1.780, O13 1.567
15 H -5.69885 0.22815 0.67096  C1 1.095
16 H -3.98497 -0.03267 2.43515  C2 1.076
17 H -5.00814 0.37511 -1.87581  C3 1.152
18 H -1.58090 0.18892 1.76057  C4 1.097
19 H -2.82244 -0.31073 -2.40026  C5 1.083
20 H 4.99569 -0.83973 -0.06807  C6 1.118
21 H 2.80069 -2.66645 -0.10450  C7 1.104
22 H 1.39988 1.24545 0.12608  C8 1.049
23 H 3.57901 2.55422 -0.02029  C10 1.042
24 H 3.90621 1.96207 1.44833  C10 1.050
25 H 5.19358 1.75197 0.10561  C10 1.158
26 H -0.07571 -2.52413 -1.86977  no bonds

Summary:
2S+1: 1
Energy relative to the best compared isomer or geometry (same formula, charge and spin): 34.93 kJ/mol
E_LUMO: -3.57 eV
Highest occupied orbital energy: -12.194 eV
Net charge: +1